Entry from the Open Molecules 2025 dataset: C13H13BF2N2O9Re as an isolated structure at a distorted geometry (ωB97M-V/def2-TZVPD).

Atoms and positions in Å:
Re1 0.229699 -0.811983 1.282316
O1 1.632669 0.612305 2.994705
C1 2.999077 0.234939 2.971314
C2 3.523109 0.023350 1.542689
N1 2.832966 -1.069430 0.873592
C3 3.132220 -2.379829 1.409914
C4 2.083495 -2.871135 2.477904
O2 2.415870 -3.748559 3.237215
O3 0.951653 -2.270949 2.452425
C5 2.844130 -1.025765 -0.575869
C6 1.673469 -1.887058 -1.147917
O4 1.813814 -2.472924 -2.192423
O5 0.600904 -1.879025 -0.439726
H1 1.533319 1.531744 2.717933
H2 3.059908 -0.690929 3.547931
H3 3.609673 0.996625 3.467678
H4 4.608175 -0.154180 1.582320
H5 3.351939 0.940368 0.971807
H6 4.119632 -2.420602 1.878993
H7 3.092136 -3.131684 0.619036
H8 3.781316 -1.380856 -1.020297
H9 2.661326 -0.003092 -0.911787
O6 -0.545560 0.664643 0.059531
C7 -1.779527 0.618071 -0.145727
O7 -2.545961 -0.139480 0.627781
C8 -2.389870 1.285460 -1.282585
C9 -1.557161 1.967928 -2.179971
C10 -2.078899 2.549109 -3.317758
C11 -3.435295 2.461894 -3.585887
C12 -4.257413 1.786941 -2.688491
C13 -3.759187 1.197869 -1.538392
N2 -5.673933 1.676652 -2.984422
O8 -6.355979 1.025794 -2.227932
O9 -6.072496 2.243615 -3.975253
H10 -0.499744 2.006971 -1.970829
H11 -1.434922 3.074369 -4.004364
H12 -3.862556 2.903607 -4.474770
H13 -4.420358 0.669232 -0.868176
F1 -2.603110 -1.664590 2.382432
B1 -1.949422 -0.690925 1.785052
F2 -1.329109 0.221511 2.650010

Forces on atoms 1 to 6 (eV/Å):
1.01 -1.79 -0.34
-0.76 0.14 -0.30
0.66 -0.18 -0.32
-0.10 -0.08 0.32
-0.22 0.47 -0.12
-0.63 -0.43 0.70

Results
2S+1: 4
strongest force on any atom: 3.01 eV/Å
highest occupied orbital energy (spin up / spin down): -8.62 / -8.29 eV
LUMO (spin up / spin down): -1.558 / -1.661 eV
HOMO-LUMO gap (spin up / spin down): 7.1 / 6.6 eV
relative energy (zero: lowest compared OMol25 entry of this formula, charge and spin): 19.5 kcal/mol
total charge: 0
calculated total energy: -43341.7429 eV

The Löwdin scheme yields these atomic charges, measured in e: Re 1.72; O -0.11; C -0.20; C -0.16; N -0.25; C -0.07; C -0.61; O 0.09; O -0.16; C -0.10; C -0.62; O 0.09; O -0.14; H 0.11; H 0.13; H 0.13; H 0.13; H 0.12; H 0.13; H 0.14; H 0.14; H 0.12; O -0.07; C -0.35; O 0.22; C -0.09; C 0.02; C -0.03; C 0.03; C -0.12; C 0.10; N -0.36; O 0.10; O 0.09; H 0.13; H 0.12; H 0.13; H 0.14; F 0.24; B -1.01; F 0.09

***

Entry from the Open Molecules 2025 dataset: C13H13BrN11O2PtS as an isolated structure at a distorted geometry (ωB97M-V/def2-TZVPD).

Atoms and positions in Å:
Pt1 2.004822 -0.292773 -0.160819
N1 5.350398 0.944327 0.367922
C1 4.316321 1.727569 0.790845
N2 4.463975 2.865094 1.467987
N3 3.242639 3.254955 1.755750
N4 2.374036 2.413029 1.275005
N5 3.014857 1.428935 0.651906
C2 5.234888 -0.341366 0.009974
N6 6.288452 -1.158452 -0.195771
N7 5.760642 -2.313454 -0.486797
N8 4.440734 -2.237319 -0.487315
N9 4.071450 -1.013803 -0.166462
H1 6.294532 1.314959 0.458073
S1 0.961162 -1.060587 1.866011
C3 -0.484229 -0.048306 1.898023
N10 -1.642651 -0.685480 1.863958
C4 -2.911727 0.038695 1.824653
C5 -2.771956 1.294711 2.671914
C6 -1.589691 2.105931 2.168140
N11 -0.410810 1.247132 2.039236
H2 -1.634191 -1.690011 1.792893
H3 -3.699531 -0.612528 2.195138
H4 -3.141547 0.297353 0.787574
H5 -2.604660 1.011048 3.712378
H6 -3.686144 1.881659 2.620593
H7 -1.339970 2.900866 2.869422
H8 -1.804350 2.566087 1.201255
H9 0.495794 1.722547 1.960448
Br1 -5.188164 0.544940 -2.886292
C7 -3.680053 -0.609740 -2.881578
C8 -3.782343 -1.882016 -3.425700
C9 -2.668221 -2.708679 -3.424815
C10 -1.474945 -2.280812 -2.865872
C11 -1.398077 -1.011123 -2.301801
C12 -2.500115 -0.162628 -2.316981
C13 -0.159972 -0.584156 -1.607883
O1 -0.193959 0.335710 -0.749327
O2 0.935386 -1.195127 -1.827170
H10 -4.719672 -2.222022 -3.842993
H11 -2.732691 -3.696770 -3.859772
H12 -0.604849 -2.922856 -2.856484
H13 -2.425567 0.834461 -1.905266

Forces on atoms 1 to 6 (eV/Å):
-0.91 -0.03 0.75
0.46 -0.61 -0.08
-0.77 0.62 0.32
0.74 -0.52 -0.41
-0.44 0.02 0.00
-0.49 0.02 0.14

Results
2S+1: 5
strongest force on any atom: 1.19 eV/Å
highest occupied orbital energy (spin up / spin down): -11.92 / -11.93 eV
LUMO (spin up / spin down): -2.705 / -7.280 eV
HOMO-LUMO gap (spin up / spin down): 9.2 / 4.6 eV
total charge: +1
calculated total energy: -118291.7823 eV

The natural (NBO) scheme yields these atomic charges, measured in e: Pt 1.30; N -0.39; C 0.39; N -0.24; N -0.03; N -0.12; N -0.43; C 0.44; N -0.20; N -0.02; N 0.02; N -0.43; H 0.47; S 0.08; C 0.38; N -0.55; C -0.23; C -0.43; C -0.22; N -0.55; H 0.43; H 0.24; H 0.22; H 0.22; H 0.25; H 0.24; H 0.22; H 0.46; Br 0.08; C -0.07; C -0.20; C -0.19; C -0.17; C -0.11; C -0.23; C 0.76; O -0.70; O -0.65; H 0.24; H 0.24; H 0.24; H 0.24

***

Entry from the Open Molecules 2025 dataset: one molecule with the formula C13H13ClN2OS2 (ωB97M-V/def2-TZVPD).

Atoms and positions in Å:
C1 0.160757 -2.666048 -0.077830
O1 1.577422 -2.675905 -0.165856
C2 2.249767 -1.492551 -0.073139
C3 3.412888 -1.492306 0.693288
C4 4.162820 -0.346763 0.868011
C5 3.746438 0.830656 0.266236
Cl1 4.655044 2.283520 0.486959
C6 2.617771 0.852161 -0.532223
C7 1.866005 -0.305572 -0.720435
N1 0.767689 -0.293822 -1.594178
C8 -0.286830 0.564471 -1.605216
S1 -1.463614 0.361878 -2.744629
N2 -0.314986 1.541658 -0.670553
C9 -1.547592 2.243433 -0.382312
C10 -2.516561 1.376733 0.359059
C11 -3.833613 1.162367 0.112203
C12 -4.423346 0.240908 1.009671
C13 -3.543508 -0.240944 1.919150
S2 -1.971218 0.424936 1.709377
H1 -0.112009 -3.611026 0.392633
H2 -0.198824 -1.842015 0.542776
H3 -0.314183 -2.616003 -1.060529
H4 3.707397 -2.418039 1.161125
H5 5.054759 -0.362722 1.472670
H6 2.334490 1.756172 -1.048597
H7 0.710282 -1.036476 -2.276933
H8 0.324640 1.441533 0.107359
H9 -1.293733 3.135545 0.198213
H10 -1.998211 2.547165 -1.330825
H11 -4.366368 1.638844 -0.690253
H12 -5.456795 -0.052120 0.968525
H13 -3.706792 -0.949664 2.706250

Forces on atoms 1 to 6 (eV/Å):
-0.42 -0.14 0.10
0.45 0.20 -0.24
-0.03 0.17 0.13
-0.16 -0.04 -0.15
-0.07 0.09 -0.07
-0.18 -0.18 -0.04

Results
strongest force on any atom: 0.60 eV/Å
highest occupied orbital energy: -8.35 eV
LUMO: 0.490 eV
HOMO-LUMO gap: 8.8 eV
total charge: 0
calculated total energy: -52912.5209 eV
structure (SMILES): COc1ccc(Cl)cc1NC(=S)NCc1cccs1

The natural (NBO) scheme yields these atomic charges, measured in e: C -0.25; O -0.51; C 0.29; C -0.22; C -0.22; C -0.07; Cl 0.01; C -0.20; C 0.05; N -0.61; C 0.29; S -0.25; N -0.61; C -0.26; C -0.20; C -0.24; C -0.25; C -0.41; S 0.39; H 0.20; H 0.19; H 0.18; H 0.23; H 0.23; H 0.23; H 0.43; H 0.40; H 0.22; H 0.25; H 0.23; H 0.23; H 0.24

***

Entry from the Open Molecules 2025 dataset: one molecule with the formula C13H13F3N4O4S at a distorted geometry (ωB97M-V/def2-TZVPD).

Atoms and positions in Å:
C1 -2.339927 2.352935 3.040437
N1 -1.583697 1.254729 2.466755
C2 -0.258182 1.071783 3.029240
C3 0.658483 0.395850 2.011764
O1 1.422586 -0.493869 2.311916
N2 0.508239 0.926382 0.771391
C4 1.050195 0.480115 -0.437549
C5 2.083332 -0.452019 -0.498361
C6 2.565200 -0.863338 -1.723376
C7 2.027563 -0.346661 -2.893309
O2 2.598845 -0.840944 -4.079643
C8 2.234124 -0.361271 -5.248779
F1 2.424985 0.965536 -5.386257
F2 0.942933 -0.567753 -5.562434
F3 2.954438 -0.948535 -6.198529
C9 1.006590 0.586176 -2.848882
C10 0.524918 0.993899 -1.618153
S1 -2.456123 -0.210107 2.491610
O3 -2.178142 -0.933679 3.700115
O4 -3.808286 0.097562 2.152703
C11 -1.711852 -1.123761 1.177602
C12 -1.808034 -1.094451 -0.191492
N3 -1.014745 -2.050268 -0.723879
C13 -0.449103 -2.658778 0.286314
N4 -0.842479 -2.139178 1.465334
H1 -1.886714 3.297026 2.737572
H2 -2.380808 2.300769 4.132579
H3 -3.350100 2.287905 2.644681
H4 0.165029 2.048715 3.278908
H5 -0.288730 0.459048 3.938849
H6 -0.239365 1.604932 0.686264
H7 2.497029 -0.852811 0.411248
H8 3.360594 -1.586463 -1.792015
H9 0.572104 1.000342 -3.744045
H10 -0.275067 1.717926 -1.579831
H11 -2.403767 -0.451182 -0.804995
H12 0.242202 -3.471382 0.195528
H13 -0.564271 -2.395181 2.400721

Forces on atoms 1 to 6 (eV/Å):
-0.43 0.21 0.18
-0.51 -0.75 -0.05
0.36 -0.31 0.25
-0.01 0.37 -0.04
0.24 -0.14 0.22
-0.03 0.39 0.00

Results
strongest force on any atom: 1.69 eV/Å
highest occupied orbital energy: -8.74 eV
LUMO: 0.426 eV
HOMO-LUMO gap: 9.2 eV
total charge: 0
calculated total energy: -46830.4060 eV
structure (SMILES): CN(CC(=O)Nc1ccc(OC(F)(F)F)cc1)S(=O)(=O)c1cnc[nH]1

The natural (NBO) scheme yields these atomic charges, measured in e: C -0.43; N -0.67; C -0.35; C 0.68; O -0.61; N -0.61; C 0.14; C -0.22; C -0.22; C 0.25; O -0.49; C 1.17; F -0.33; F -0.33; F -0.31; C -0.21; C -0.23; S 2.32; O -0.94; O -0.92; C -0.28; C -0.02; N -0.45; C 0.19; N -0.49; H 0.21; H 0.19; H 0.24; H 0.24; H 0.24; H 0.41; H 0.26; H 0.23; H 0.23; H 0.21; H 0.22; H 0.21; H 0.45